No. 1
C5H10N2 | ωB97M-V with the def2-TZVPD basis set

Last column: Mulliken charge in e.
CARTESIAN COORDINATES (ANGSTROEM)
C 1.7484 -0.0185 1.3502  -0.3460
C 1.0040 0.9653 1.2206  0.0980
C 0.0934 -1.2274 0.0840  0.0504
C 0.0829 0.6076 -1.3980  -0.8961
C -1.9755 0.2041 -0.0775  -0.6604
N 1.2077 -1.1933 0.6719  0.1475
N -0.5186 0.0167 -0.1667  -0.1914
H 2.7976 -0.0198 1.7652  0.3734
H 0.6223 1.8898 1.6318  0.4368
H -0.3627 -2.1305 -0.2431  0.4355
H -0.4793 0.0877 -2.3136  0.4101
H -0.2150 1.6546 -1.4429  0.4074
H 1.1163 0.4938 -1.3826  0.3791
H -2.1670 1.2756 -0.4011  0.2731
H -2.3629 -0.4458 -0.8874  0.3803
H -2.4076 -0.1253 0.8824  0.3565
H 1.8160 -2.0345 0.7069  0.3456

Calculated values
gap between HOMO and LUMO (spin up / spin down)	8.97 / 8.97	eV
total charge	+2
energy above the lowest of the compared OMol25 structures with the same formula, charge and spin	84.1	kcal per mole

=====

No. 2
C18H48O18S6 | ωB97M-V with the def2-TZVPD basis set

Last column: Mulliken charge in e.
CARTESIAN COORDINATES (ANGSTROEM)
C -1.3910 -1.6478 -0.2689  0.0151
C -0.0572 -1.1133 0.1480  -0.7836
O -0.3887 0.1661 0.7228  -0.0813
S 0.2975 1.5001 0.0482  1.0134
C -0.5178 1.5063 -1.6061  -0.9830
O -0.0662 2.7101 0.8399  -0.4946
O 1.7186 1.2129 -0.1322  -0.4659
H -2.1722 -1.4808 0.4727  -0.0054
H -1.2988 -2.6925 -0.5660  -0.0360
H -1.7465 -1.2510 -1.2198  0.1268
H 0.4990 -1.7468 0.8391  0.3364
H 0.5907 -1.1821 -0.7258  0.2990
H 0.1794 1.8124 -2.3860  0.4141
H -1.3457 2.2016 -1.7447  0.3884
H -0.8066 0.4739 -1.8032  0.1566
C -2.3105 -5.1440 -0.9161  -1.3160
C -3.7755 -5.1104 -1.2593  0.2422
O -3.9794 -6.2221 -2.1679  -0.3539
S -5.3101 -6.2478 -3.1081  1.1196
C -6.5583 -6.5543 -1.7531  -0.9327
O -5.5149 -4.9104 -3.7248  -0.5708
O -5.2889 -7.4298 -3.9461  -0.5855
H -1.8782 -6.1437 -0.8743  0.3926
H -2.0429 -4.5565 -0.0378  0.3695
H -1.8762 -4.6347 -1.7764  0.3030
H -4.4743 -5.0566 -0.4245  0.3325
H -3.9896 -4.1215 -1.6648  0.1119
H -7.2982 -7.3252 -1.9685  0.3828
H -6.9951 -5.6790 -1.2722  0.3252
H -5.9100 -7.0081 -1.0035  0.3077
C -4.3486 -0.0591 1.9294  -1.2058
C -4.9820 -0.3990 0.6321  -0.2328
O -4.3606 0.2764 -0.4234  -0.1914
S -4.5184 -0.2374 -1.9200  1.0525
C -6.2896 -0.0337 -2.3442  -1.1549
O -3.7837 0.6306 -2.7793  -0.6058
O -4.2849 -1.7166 -2.0196  -0.5423
H -3.3780 -0.4794 2.1927  0.2493
H -5.0657 -0.2938 2.7160  0.4013
H -4.0133 0.9776 1.8984  0.2531
H -5.0855 -1.4703 0.4602  0.3359
H -6.0166 -0.1005 0.4629  0.4541
H -6.4486 -0.6458 -3.2319  0.3810
H -6.5320 0.9458 -2.7565  0.3840
H -7.0772 -0.2299 -1.6166  0.3414
C 1.0645 1.2418 3.7397  -0.6315
C -0.2381 1.2179 4.5844  -0.3961
O -1.2302 1.6477 3.7159  -0.0711
S -2.2154 2.8403 4.2480  1.0520
C -1.6698 4.0503 2.9589  -0.8659
O -3.6145 2.4511 4.0690  -0.5811
O -1.7581 3.3822 5.5348  -0.6256
H 1.9290 0.9369 4.3294  0.4669
H 1.3156 2.2297 3.3536  0.0932
H 0.9235 0.6704 2.8222  -0.0573
H -0.3729 0.3469 5.2257  0.3257
H -0.0425 1.9829 5.3358  0.3747
H -1.8668 3.8165 1.9127  0.2656
H -0.5863 4.1692 2.9511  0.2015
H -2.1199 5.0170 3.1846  0.4864
C 4.6225 2.0513 -2.5814  -1.1563
C 4.0137 0.7466 -3.0984  0.0579
O 4.7934 -0.3476 -2.5756  -0.3064
S 3.9686 -1.8049 -2.3974  1.2307
C 5.4342 -2.8917 -2.7403  -1.0138
O 3.6933 -2.0433 -1.0015  -0.5616
O 2.9577 -1.9736 -3.5127  -0.6151
H 4.3060 2.9640 -3.0863  0.4090
H 5.6893 1.9848 -2.7952  0.3435
H 4.3999 1.9782 -1.5168  0.2034
H 2.9494 0.8824 -2.9065  0.0743
H 3.9942 0.6549 -4.1844  0.3607
H 5.3114 -3.9151 -2.3860  0.3593
H 6.2217 -2.3787 -2.1882  0.3116
H 5.5333 -2.9593 -3.8237  0.3278
C 3.8465 3.9110 1.7138  -0.8377
C 5.1323 4.0931 0.8614  -0.5357
O 6.0723 4.8043 1.6652  -0.3651
S 7.2059 3.9021 2.4356  1.1274
C 8.5846 4.0368 1.1908  -0.8456
O 7.5855 4.7042 3.6073  -0.5884
O 6.7463 2.5210 2.4135  -0.5529
H 3.3749 4.8088 2.1135  0.3579
H 3.9038 3.2636 2.5889  0.3313
H 3.1683 3.5105 0.9603  0.1273
H 5.5371 3.1865 0.4117  0.4566
H 4.8019 4.8277 0.1270  0.3802
H 8.1945 3.6368 0.2549  0.2648
H 9.3382 3.3164 1.5088  0.3543
H 8.9931 5.0382 1.0551  0.3154

Calculated values
gap between HOMO and LUMO	11.19	eV
structure (SMILES)	CCOS(C)(=O)=O.CCOS(C)(=O)=O.CCOS(C)(=O)=O.CCOS(C)(=O)=O.CCOS(C)(=O)=O.CCOS(C)(=O)=O
energy above the lowest of the compared OMol25 structures with the same formula, charge and spin	116.1	kcal per mole

=====

No. 3
C32H16F5MoN8OTe | ωB97M-V with the def2-TZVPD basis set

Last column: Mulliken charge in e.
CARTESIAN COORDINATES (ANGSTROEM)
Mo 0.1587 -0.0121 0.5610  1.8455
C 0.7691 6.4264 -1.1095  -0.7188
C -0.6177 6.4245 -1.0633  -0.7389
C -1.3406 5.2569 -0.7723  -0.1409
C -0.6014 4.1189 -0.5362  0.2111
C -1.0012 2.7673 -0.2045  -0.1237
N 0.1193 1.9782 -0.0175  0.0990
C 1.2228 2.7677 -0.2895  -0.1087
N 2.4828 2.3929 -0.2952  -0.4462
C 2.8477 1.1340 -0.2684  -0.0482
C 4.2337 0.7148 -0.2762  0.3618
C 5.4049 1.4409 -0.2570  -0.1207
C 6.5989 0.7053 -0.2802  -0.6893
C 6.5971 -0.6823 -0.3298  -0.7015
C 5.4008 -1.4141 -0.3580  -0.1239
C 4.2320 -0.6847 -0.3257  0.4081
C 2.8453 -1.1007 -0.3474  -0.0715
N 2.4786 -2.3548 -0.4591  -0.4434
C 1.2174 -2.7259 -0.4787  -0.1151
N 0.1144 -1.9543 -0.1570  0.0975
C -1.0064 -2.7305 -0.3941  -0.1818
N -2.2597 -2.3603 -0.2716  -0.3956
C -2.6096 -1.1045 -0.1164  -0.0633
N -1.7832 0.0125 -0.1409  -0.0351
C -2.6079 1.1278 -0.0358  -0.2189
N -2.2544 2.3887 -0.1011  -0.3861
C -3.9848 0.7058 0.1172  0.7330
C -5.1500 1.4299 0.2528  -0.2482
C -6.3365 0.6909 0.3598  -0.7205
C -6.3367 -0.6969 0.3131  -0.7359
C -5.1494 -1.4260 0.1573  -0.1496
C -3.9851 -0.6928 0.0692  0.5680
C -0.6064 -4.0563 -0.8187  0.3010
C -1.3468 -5.1706 -1.1459  -0.0760
C -0.6242 -6.3127 -1.5252  -0.7514
C 0.7629 -6.3125 -1.5695  -0.7156
C 1.5094 -5.1723 -1.2373  -0.1000
C 0.7937 -4.0552 -0.8640  0.1404
N 2.0225 0.0155 -0.2599  -0.1591
C 0.7991 4.1204 -0.5835  0.1915
C 1.5150 5.2628 -0.8684  -0.0827
H 1.2875 7.3484 -1.3361  0.4437
H -1.1538 7.3442 -1.2544  0.4490
H -2.4211 5.2578 -0.7352  0.5988
H 5.4113 2.5214 -0.2266  0.5929
H 7.5436 1.2316 -0.2615  0.4420
H 7.5407 -1.2106 -0.3498  0.4479
H 5.4028 -2.4940 -0.4057  0.5906
H -5.1570 2.5106 0.2727  0.5931
H -7.2760 1.2141 0.4761  0.4516
H -7.2762 -1.2268 0.3927  0.4515
H -5.1548 -2.5057 0.1039  0.5982
H -2.4272 -5.1733 -1.1098  0.6036
H -1.1607 -7.2142 -1.7885  0.4497
H 1.2810 -7.2139 -1.8678  0.4480
H 2.5896 -5.1786 -1.2761  0.5969
H 2.5953 5.2720 -0.9063  0.5977
F -0.0164 1.1475 4.6757  -0.3166
Te -0.8969 -0.1967 3.8098  1.9755
F -1.7357 -1.5137 2.8128  -0.4000
F 0.1552 -1.4457 4.6204  -0.3137
F -1.8818 1.0407 2.8366  -0.4004
F -2.1827 -0.2888 5.0859  -0.3296
O 0.4091 -0.0891 2.3588  -0.9166

Calculated values
gap between HOMO and LUMO	5.93	eV
total charge	+3
energy above the lowest of the compared OMol25 structures with the same formula, charge and spin	1.6	kcal per mole

=====

No. 4
C30H48F3I2N2O6S | ωB97M-V with the def2-TZVPD basis set

Last column: Mulliken charge in e.
CARTESIAN COORDINATES (ANGSTROEM)
C 5.5339 0.0641 4.2033  -1.4424
C 4.5121 -0.9951 4.6532  -0.0539
C 4.0197 -1.7789 3.4287  -1.0117
C 2.5948 -1.4722 3.0096  -0.2885
O 2.5639 -0.3994 2.0297  -0.3082
C 1.3707 -0.0715 1.5405  0.4746
C 0.5029 -1.0676 1.0617  -0.1834
N -0.6759 -0.7100 0.5889  0.3370
S -1.7294 -1.9988 0.0583  -0.1110
N -1.1305 0.5142 0.4774  -0.5653
C -0.3353 1.4791 0.9068  0.4522
C -0.8894 2.8889 0.8123  -1.0117
C -2.4184 2.8753 0.7684  -1.0065
C -3.0415 2.3916 2.0303  0.4017
F -4.3977 2.3309 2.0176  -0.2931
C -2.4142 1.9321 3.1659  0.2871
F -2.2864 0.6508 3.5060  -0.1932
F -1.8331 2.7003 4.0687  -0.1961
C 0.9595 1.2537 1.4431  1.1360
C 1.8309 2.3692 1.8523  -1.7138
I 2.5081 3.5353 0.2094  0.1326
C 2.1929 2.6992 3.0886  0.7805
C 3.1026 3.8595 3.3690  -1.6167
I 1.4349 1.6231 4.7124  0.0828
H 5.1476 0.5892 3.3261  0.2620
H 5.8216 0.7555 4.9914  0.3723
H 6.4244 -0.4591 3.8527  0.3837
H 3.6957 -0.5668 5.2322  0.1676
H 5.0347 -1.6784 5.3202  0.3105
H 3.9853 -2.8296 3.7294  0.3248
H 4.7055 -1.7300 2.5839  0.3983
H 1.9776 -1.2051 3.8664  0.2976
H 2.1738 -2.4009 2.6153  0.2322
H 0.8236 -2.0948 1.0964  0.7624
H -2.1933 -1.4811 -1.1115  0.2197
H -0.5196 3.3787 -0.0839  0.7122
H -0.5834 3.4204 1.7132  0.3813
H -2.8319 2.2674 -0.0382  0.2802
H -2.7709 3.8937 0.5616  0.5046
H 2.6430 4.7904 3.0404  0.4135
H 4.0487 3.7061 2.8517  0.4103
H 3.3288 3.9504 4.4283  0.4277
C -0.5713 0.3333 -3.3009  -0.4399
C -1.1990 -0.9394 -3.8165  0.8212
O -1.8223 -1.6811 -3.0790  -0.5671
C -1.0188 -1.2369 -5.2708  -1.0260
H -0.7739 0.4390 -2.2346  -0.2857
H 0.5081 0.3050 -3.4562  0.3720
H -0.9902 1.1919 -3.8271  0.3228
H 0.0427 -1.3263 -5.5065  0.2868
H -1.4567 -0.4372 -5.8684  0.2769
H -1.5148 -2.1751 -5.5113  0.3576
C 0.1798 2.8363 -7.5632  -0.8886
C -0.4385 1.5711 -8.0819  0.8498
O -1.0535 0.8140 -7.3580  -0.5805
C -0.2642 1.2809 -9.5490  -1.0934
H -0.0212 2.9288 -6.4970  0.1675
H 1.2606 2.8199 -7.7197  0.3763
H -0.2621 3.6858 -8.0877  0.2556
H 0.7965 1.1987 -9.7905  0.3604
H -0.7093 2.0840 -10.1380  0.2378
H -0.7569 0.3428 -9.7959  0.3017
C -3.3085 5.4825 -10.5776  -1.1529
C -3.0951 4.5439 -9.4186  0.7716
O -1.9980 4.3799 -8.9299  -0.5349
C -4.3049 3.8156 -8.8917  -1.0633
H -2.3607 5.9377 -10.8552  0.2935
H -3.7032 4.9343 -11.4343  0.3390
H -4.0105 6.2688 -10.2967  0.3496
H -4.7409 3.1981 -9.6782  0.3306
H -5.0483 4.5326 -8.5406  0.3550
H -4.0105 3.1758 -8.0624  0.2410
C 2.9603 -6.1700 5.9869  -1.2100
C 2.9718 -4.6779 6.2085  0.8123
O 3.9956 -4.0347 6.1325  -0.5480
C 1.6507 -4.0243 6.5273  -0.8683
H 3.9694 -6.5111 5.7668  0.3472
H 2.6018 -6.6776 6.8831  0.3570
H 2.3098 -6.4185 5.1468  0.3138
H 1.2353 -4.4407 7.4439  0.3936
H 0.9451 -4.1817 5.7131  0.1992
H 1.8046 -2.9544 6.6634  0.2367
C -2.9292 -3.7950 5.0700  -0.9400
C -2.4744 -4.7354 6.1615  0.7405
O -1.3230 -4.7624 6.5323  -0.4720
C -3.5209 -5.6361 6.7661  -1.1396
H -2.0818 -3.2056 4.7243  0.1518
H -3.3330 -4.3637 4.2309  0.3411
H -3.6964 -3.1206 5.4526  0.3358
H -3.9493 -6.2808 5.9972  0.3325
H -4.3129 -5.0380 7.2190  0.3331
H -3.0642 -6.2564 7.5333  0.2991

Calculated values
gap between HOMO and LUMO	6.35	eV
total charge	+1

=====

These records have energy values of -305.17446; -4457.83189; -2577.07403; -3025.61091 Eh, in the order they appear.